Run a
Formula: C3H11NOS
Source: the OMol25 dataset
Level of theory: ωB97M-V/def2-TZVPD

Cartesian coordinates (Å):
1 C 1.452 1.845 1.064
2 N 0.773 1.140 -0.019
3 C 0.340 -0.173 0.516
4 C -0.214 -1.012 -0.622
5 S -0.637 -2.692 -0.092
6 H 1.392 2.937 0.943
7 H 1.243 1.333 2.009
8 H 2.573 1.587 1.049
9 H 1.354 0.767 -0.810
10 H -0.399 -0.111 1.310
11 H 1.157 -0.805 0.991
12 H 0.390 -0.996 -1.557
13 H -1.192 -0.626 -0.974
14 H 1.245 -2.915 -0.147
15 H -0.597 2.418 -0.334
16 H -1.067 2.913 -1.612
17 O -1.279 3.050 -0.666

Output
* HOMO level: -9.476 eV
* lowest unoccupied orbital energy: -0.80 eV
* frontier orbital gap: 8.68 eV

Atomic partial charges in e from the natural (NBO) method, atoms 1 to 5: atom 1 (C): -0.43, atom 2 (N): -0.65, atom 3 (C): -0.24, atom 4 (C): -0.56, atom 5 (S): 0.01

=====

Run b
Formula: C3H11NOS
Source: the OMol25 dataset
Level of theory: ωB97M-V/def2-TZVPD

Cartesian coordinates (Å):
1 C 0.575 2.145 -0.312
2 C -0.356 0.970 0.089
3 N -0.760 0.023 -0.922
4 C 0.080 0.284 1.447
5 S -0.761 -1.237 1.817
6 H 0.628 2.838 0.523
7 H -0.021 2.644 -1.082
8 H 1.531 1.836 -0.729
9 H -1.257 1.539 0.370
10 H -0.993 0.451 -1.795
11 H -0.064 -0.696 -1.047
12 H 1.127 0.000 1.350
13 H -0.061 1.035 2.217
14 H -1.545 -1.501 0.776
15 O 0.494 -3.080 -1.014
16 H 0.865 -3.807 -1.546
17 H 0.518 -3.445 -0.144

Output
* HOMO level: -8.716 eV
* lowest unoccupied orbital energy: 0.74 eV
* frontier orbital gap: 9.46 eV
* structure (SMILES): C[C@@H](N)CS.O

Atomic partial charges in e from the natural (NBO) method, atoms 1 to 5: atom 1 (C): -0.62, atom 2 (C): -0.03, atom 3 (N): -0.85, atom 4 (C): -0.54, atom 5 (S): -0.08

=====

Run c
Formula: C3H11NOS
Source: the OMol25 dataset
Level of theory: ωB97M-V/def2-TZVPD

Cartesian coordinates (Å):
1 N -1.900 0.269 -1.207
2 C -0.559 0.096 -0.720
3 C 0.276 1.380 -0.340
4 C 1.442 0.958 0.508
5 S 2.455 2.326 1.095
6 H -2.292 -0.693 -1.292
7 H -2.424 0.676 -0.465
8 H -0.036 -0.396 -1.427
9 H -0.574 -0.404 0.281
10 H -0.411 2.045 0.146
11 H 0.505 1.892 -1.305
12 H 1.140 0.318 1.303
13 H 2.138 0.306 -0.115
14 H 2.905 1.925 2.380
15 O -1.177 -3.565 0.128
16 H -0.288 -3.335 -0.047
17 H -1.199 -3.798 1.076

Output
* HOMO level: -9.003 eV
* lowest unoccupied orbital energy: 0.57 eV
* frontier orbital gap: 9.58 eV
* structure (SMILES): NCCCS.O

Atomic partial charges in e from the natural (NBO) method, atoms 1 to 5: atom 1 (N): -0.82, atom 2 (C): -0.19, atom 3 (C): -0.42, atom 4 (C): -0.53, atom 5 (S): -0.06

=====

What should be chosen as the least stable of them? Choose run a.

=====

Run a
Formula: C3H11NOS
Source: the OMol25 dataset
Level of theory: ωB97M-V/def2-TZVPD

Cartesian coordinates (Å):
1 C 0.826 -0.610 -2.071
2 N 0.888 0.153 -0.772
3 C -0.202 1.061 -0.395
4 C -0.336 1.024 1.139
5 S -1.490 2.442 1.643
6 H 1.429 -1.421 -2.025
7 H -0.166 -1.170 -2.226
8 H 1.128 0.199 -2.834
9 H 1.474 0.099 0.051
10 H -1.162 0.875 -1.001
11 H 0.061 2.089 -0.717
12 H 0.869 1.068 1.583
13 H -0.812 0.200 1.659
14 H -2.753 2.080 2.095
15 O -0.070 -2.613 1.613
16 H -0.269 -3.412 1.055
17 H 0.585 -2.063 1.203

Output
* HOMO level: -8.434 eV
* lowest unoccupied orbital energy: 0.68 eV
* frontier orbital gap: 9.11 eV
* structure (SMILES): CNCCS.O

Atomic partial charges in e from the natural (NBO) method, atoms 1 to 5: atom 1 (C): -0.40, atom 2 (N): -0.70, atom 3 (C): -0.24, atom 4 (C): -0.48, atom 5 (S): -0.13

=====

Run b
Formula: C3H11NOS
Source: the OMol25 dataset
Level of theory: ωB97M-V/def2-TZVPD

Cartesian coordinates (Å):
1 C 1.215 0.579 -2.190
2 C 0.101 0.911 -1.013
3 N 0.841 1.099 0.224
4 C -0.917 -0.254 -0.714
5 S -1.852 -0.257 0.954
6 H 1.468 1.578 -2.516
7 H 2.141 -0.045 -2.048
8 H 0.673 0.092 -3.037
9 H -0.460 1.794 -1.250
10 H 0.595 0.896 1.183
11 H 1.725 0.511 0.310
12 H -0.483 -1.232 -0.803
13 H -1.669 -0.091 -1.441
14 H -2.399 1.002 0.700
15 O 2.037 -1.588 1.483
16 H 1.612 -2.147 2.129
17 H 1.856 -0.641 1.578

Output
* HOMO level: -8.971 eV
* lowest unoccupied orbital energy: 0.71 eV
* frontier orbital gap: 9.68 eV
* structure (SMILES): C[C@H](N)CS.O

Atomic partial charges in e from the natural (NBO) method, atoms 1 to 5: atom 1 (C): -0.62, atom 2 (C): -0.03, atom 3 (N): -0.88, atom 4 (C): -0.48, atom 5 (S): -0.10

=====

Run c
Formula: C3H11NOS
Source: the OMol25 dataset
Level of theory: ωB97M-V/def2-TZVPD

Cartesian coordinates (Å):
1 C 1.650 1.395 0.155
2 C 0.296 0.847 -0.310
3 N -0.654 0.535 0.759
4 C 0.502 -0.443 -1.106
5 S -0.868 -0.851 -2.196
6 H 2.083 2.072 -0.569
7 H 1.526 1.923 1.105
8 H 2.327 0.571 0.386
9 H -0.239 1.543 -0.964
10 H -1.183 1.360 1.013
11 H -0.202 0.185 1.596
12 H 0.675 -1.228 -0.379
13 H 1.399 -0.413 -1.712
14 H -1.786 -0.709 -1.228
15 O -2.033 -2.266 1.497
16 H -1.557 -2.995 1.085
17 H -1.934 -1.524 0.868

Output
* HOMO level: -9.063 eV
* lowest unoccupied orbital energy: 0.86 eV
* frontier orbital gap: 9.93 eV
* structure (SMILES): C[C@H](N)CS.O

Atomic partial charges in e from the natural (NBO) method, atoms 1 to 5: atom 1 (C): -0.63, atom 2 (C): -0.07, atom 3 (N): -0.86, atom 4 (C): -0.52, atom 5 (S): -0.03

=====

What should be chosen as the least stable of them? Choose run a.

=====

Run a
Formula: C4H7I
Source: the OMol25 dataset
Level of theory: ωB97M-V/def2-TZVPD

Cartesian coordinates (Å):
1 C 0.577 -1.657 -0.186
2 C 0.118 -0.343 -0.187
3 C 0.949 0.643 0.668
4 C -1.270 0.701 -0.681
5 I -3.131 0.030 0.138
6 H 0.005 -2.541 -0.400
7 H 1.682 -1.857 0.098
8 H 1.742 -0.090 1.115
9 H 0.342 1.196 1.446
10 H 1.377 1.496 0.085
11 H -1.034 1.813 -0.377
12 H -1.357 0.608 -1.718

Output
* HOMO level: -9.086 eV
* lowest unoccupied orbital energy: 0.35 eV
* frontier orbital gap: 9.44 eV
* structure (SMILES): C=C(C)CI

Atomic partial charges in e from the natural (NBO) method, atoms 1 to 5: atom 1 (C): -0.44, atom 2 (C): 0.04, atom 3 (C): -0.67, atom 4 (C): -0.55, atom 5 (I): 0.10

=====

Run b
Formula: C4H7I
Source: the OMol25 dataset
Level of theory: ωB97M-V/def2-TZVPD

Cartesian coordinates (Å):
1 C -1.166 -1.395 0.040
2 C -0.393 -0.545 1.020
3 C -0.194 0.217 2.049
4 C 1.018 0.093 1.056
5 H -1.206 -0.911 -0.934
6 H -2.126 -1.500 0.563
7 H -0.707 -2.353 -0.145
8 H -0.442 0.958 2.751
9 H 1.179 0.845 0.327
10 H 1.877 -0.648 1.147
11 I -3.148 -1.100 -3.970
12 H -2.071 -1.498 -5.020

Output
* HOMO level: -9.061 eV
* lowest unoccupied orbital energy: 0.66 eV
* frontier orbital gap: 9.72 eV
* structure (SMILES): CC1=CC1.I

Atomic partial charges in e from the natural (NBO) method, atoms 1 to 5: atom 1 (C): -0.65, atom 2 (C): 0.07, atom 3 (C): -0.21, atom 4 (C): -0.48, atom 5 (H): 0.24

=====

What should be chosen as the least stable of them? Choose run b.

=====

Run a
Formula: C2H8N2
Source: the OMol25 dataset
Level of theory: ωB97M-V/def2-TZVPD

Cartesian coordinates (Å):
1 N 0.787 1.673 -0.726
2 C -0.161 0.593 -0.294
3 C 0.202 -0.539 0.423
4 N -0.843 -1.663 0.190
5 H 1.422 1.963 0.130
6 H 1.366 1.385 -1.578
7 H -0.627 0.217 -1.273
8 H -1.023 0.960 0.465
9 H 0.280 0.016 1.446
10 H 1.161 -0.948 0.083
11 H -0.660 -2.436 0.718
12 H -1.906 -1.223 0.415

Output
* HOMO level: -9.404 eV
* lowest unoccupied orbital energy: 1.20 eV
* frontier orbital gap: 10.60 eV
* structure (SMILES): NCCN

Atomic partial charges in e from the natural (NBO) method, atoms 1 to 5: atom 1 (N): -0.85, atom 2 (C): -0.22, atom 3 (C): -0.25, atom 4 (N): -0.83, atom 5 (H): 0.35

=====

Run b
Formula: C2H8N2
Source: the OMol25 dataset
Level of theory: ωB97M-V/def2-TZVPD

Cartesian coordinates (Å):
1 C -0.895 1.793 0.728
2 N -1.290 0.591 0.775
3 H -0.080 2.006 0.043
4 H -1.235 2.530 1.460
5 H -2.185 0.583 1.285
6 C 0.944 -0.747 -1.308
7 N 1.133 -1.461 -0.029
8 H 1.733 -1.037 -1.994
9 H 0.019 -1.005 -1.818
10 H 0.991 0.309 -1.056
11 H 1.675 -2.295 -0.211
12 H 0.337 -1.723 0.531

Output
* HOMO level: -8.697 eV
* lowest unoccupied orbital energy: 1.21 eV
* frontier orbital gap: 9.90 eV
* structure (SMILES): C=N.CN

Atomic partial charges in e from the natural (NBO) method, atoms 1 to 5: atom 1 (C): -0.04, atom 2 (N): -0.60, atom 3 (H): 0.16, atom 4 (H): 0.15, atom 5 (H): 0.33

=====

Run c
Formula: C2H8N2
Source: the OMol25 dataset
Level of theory: ωB97M-V/def2-TZVPD

Cartesian coordinates (Å):
1 C 0.210 0.894 2.090
2 N -0.501 0.012 1.467
3 C 0.328 -1.157 1.048
4 H 1.248 0.725 2.011
5 H -0.169 1.862 2.230
6 H 1.247 -0.925 0.337
7 H -0.450 -1.787 0.512
8 H 0.536 -1.656 1.944
9 N -0.145 0.304 -3.536
10 H -0.229 1.342 -3.448
11 H 0.150 0.104 -4.558
12 H -1.030 -0.295 -3.373

Output
* HOMO level: -9.822 eV
* lowest unoccupied orbital energy: 1.09 eV
* frontier orbital gap: 10.91 eV
* structure (SMILES): C=NC.N

Atomic partial charges in e from the natural (NBO) method, atoms 1 to 5: atom 1 (C): -0.09, atom 2 (N): -0.36, atom 3 (C): -0.48, atom 4 (H): 0.14, atom 5 (H): 0.18

=====

What should be chosen as the least stable of them? Choose run a.

=====

Run a
Formula: C7H13N2O2
Source: the OMol25 dataset
Level of theory: ωB97M-V/def2-TZVPD

Cartesian coordinates (Å):
1 C -1.899 -1.218 0.940
2 C -1.950 -0.271 -0.166
3 O -2.866 0.098 -0.831
4 N -0.531 0.144 -0.439
5 C -0.248 1.409 -0.223
6 C -1.179 2.522 -0.103
7 O 1.010 1.720 -0.042
8 C 1.982 0.788 0.548
9 N 2.387 -0.233 -0.400
10 C 1.469 -1.335 -0.410
11 C 0.328 -0.815 -1.299
12 H -2.028 -2.249 0.681
13 H -1.111 -0.970 1.710
14 H -2.953 -1.199 1.447
15 H -1.361 2.805 1.006
16 H -0.716 3.386 -0.307
17 H -1.941 2.327 -0.816
18 H 1.642 0.430 1.428
19 H 2.934 1.219 0.912
20 H 2.638 0.125 -1.306
21 H 0.996 -1.718 0.449
22 H 1.841 -2.135 -0.992
23 H 0.689 -0.272 -2.198
24 H -0.342 -1.460 -1.681

Output
* HOMO level: -13.463 eV
* lowest unoccupied orbital energy: -3.94 eV
* frontier orbital gap: 9.52 eV
* charge: +1
* structure (SMILES): CC(=O)[N+]1=C(C)OCNCC1

Atomic partial charges in e from the natural (NBO) method, atoms 1 to 5: atom 1 (C): -0.79, atom 2 (C): 0.72, atom 3 (O): -0.45, atom 4 (N): -0.47, atom 5 (C): 0.76

=====

Run b
Formula: C7H13N2O2
Source: the OMol25 dataset
Level of theory: ωB97M-V/def2-TZVPD

Cartesian coordinates (Å):
1 C -2.185 0.547 -0.802
2 C -1.132 1.382 -0.922
3 C -0.963 0.210 0.939
4 C 3.027 -0.605 -0.590
5 C -2.905 -1.304 0.721
6 C 1.633 -0.359 -0.885
7 C 0.971 1.484 0.393
8 N -2.100 -0.176 0.379
9 N -0.367 1.193 0.219
10 O 0.608 -1.226 -0.470
11 O 1.368 1.318 1.687
12 H -3.014 0.276 -1.568
13 H -0.743 2.044 -1.688
14 H -0.741 0.029 2.074
15 H 3.023 -1.344 0.333
16 H 3.604 0.256 -0.607
17 H 3.504 -1.215 -1.444
18 H -3.034 -1.189 1.829
19 H -3.829 -1.299 0.062
20 H -2.386 -2.266 0.435
21 H 1.101 0.196 -1.718
22 H 1.293 2.416 -0.227
23 H 0.945 -1.792 0.177
24 H 2.323 1.423 1.675

Output
* HOMO level (spin up / spin down): -11.171 / -11.171 eV
* lowest unoccupied orbital energy (spin up / spin down): -2.98 / -2.98 eV
* frontier orbital gap (spin up / spin down): 8.19 / 8.19 eV
* charge: +1

Atomic partial charges in e from the natural (NBO) method, atoms 1 to 5: atom 1 (C): -0.03, atom 2 (C): -0.07, atom 3 (C): 0.25, atom 4 (C): -0.71, atom 5 (C): -0.42

=====

Run c
Formula: C7H13N2O2
Source: the OMol25 dataset
Level of theory: ωB97M-V/def2-TZVPD

Cartesian coordinates (Å):
1 C 2.325 0.885 -2.407
2 O 0.952 0.448 -2.377
3 N 0.561 0.212 -1.064
4 C 1.070 -0.768 -0.359
5 N 0.447 -0.816 0.799
6 O 0.790 -1.570 1.916
7 C 1.531 -2.782 1.581
8 C -0.572 0.119 0.859
9 C -1.618 0.309 1.859
10 C -0.609 0.712 -0.422
11 C -1.520 1.703 -1.006
12 H 2.655 0.644 -3.361
13 H 3.055 0.406 -1.660
14 H 2.307 1.882 -2.234
15 H 1.989 -1.247 -0.566
16 H 1.618 -3.222 2.521
17 H 2.428 -2.482 1.252
18 H 0.971 -3.436 0.851
19 H -1.726 -0.438 2.725
20 H -1.536 1.246 2.401
21 H -2.616 0.430 1.561
22 H -2.069 2.325 -0.404
23 H -1.053 2.461 -1.758
24 H -2.336 1.319 -1.703

Output
* HOMO level: -13.284 eV
* lowest unoccupied orbital energy: -2.83 eV
* frontier orbital gap: 10.45 eV
* charge: +1
* structure (SMILES): COn1c[n+](OC)c(C)c1C

Atomic partial charges in e from the natural (NBO) method, atoms 1 to 5: atom 1 (C): -0.25, atom 2 (O): -0.30, atom 3 (N): -0.01, atom 4 (C): 0.16, atom 5 (N): 0.01

=====

What should be chosen as the least stable of them? Choose run c.

=====

Run a
Formula: CH8NS
Source: the OMol25 dataset
Level of theory: ωB97M-V/def2-TZVPD

Cartesian coordinates (Å):
1 N -1.423 -0.937 1.140
2 H -1.286 -1.882 1.490
3 H -1.007 -0.231 1.749
4 H -2.415 -0.700 1.089
5 H -1.016 -0.796 0.179
6 C 1.637 0.692 -0.719
7 S 0.060 0.179 -1.457
8 H 2.252 -0.202 -0.709
9 H 1.521 1.060 0.287
10 H 2.113 1.407 -1.378
11 H -0.436 1.409 -1.672

Output
* HOMO level: -13.746 eV
* lowest unoccupied orbital energy: -3.98 eV
* frontier orbital gap: 9.77 eV
* charge: +1

Atomic partial charges in e from the natural (NBO) method, atoms 1 to 5: atom 1 (N): -0.89, atom 2 (H): 0.45, atom 3 (H): 0.45, atom 4 (H): 0.45, atom 5 (H): 0.45

=====

Run b
Formula: CH8NS
Source: the OMol25 dataset
Level of theory: ωB97M-V/def2-TZVPD

Cartesian coordinates (Å):
1 N 1.647 -0.580 0.921
2 H 2.583 -0.515 0.530
3 H 1.519 -0.005 1.748
4 H 1.463 -1.551 1.193
5 H 0.924 -0.314 0.219
6 C -1.744 0.623 -0.470
7 S -0.167 0.914 -1.336
8 H -1.642 0.218 0.533
9 H -2.335 -0.059 -1.075
10 H -2.212 1.591 -0.413
11 H -0.036 -0.322 -1.849

Output
* HOMO level: -13.728 eV
* lowest unoccupied orbital energy: -4.08 eV
* frontier orbital gap: 9.64 eV
* charge: +1

Atomic partial charges in e from the natural (NBO) method, atoms 1 to 5: atom 1 (N): -0.88, atom 2 (H): 0.46, atom 3 (H): 0.45, atom 4 (H): 0.45, atom 5 (H): 0.44

=====

What should be chosen as the least stable of them? Choose run b.